A | Density functional theory data (wB97M-V/def2-TZVPD) for a single C4H2Cl2N2O molecule.

Computed properties:
Orbital gap (alpha / beta), eV: 7.2 / 7.2
LUMO (alpha / beta), eV: -1.80 / -1.80
Total charge: 0

Structure (XYZ):
```
11
Properties=species:S:1:pos:R:3:lowdin_charge:R:1
C -2.399 0.838 0.033 -0.68
H 0.555 -1.090 0.971 0.17
N 0.055 0.438 -0.278 0.13
Cl -3.531 2.155 0.267 0.68
H -0.770 2.250 0.229 0.15
N -2.816 -0.362 -0.001 -0.04
C -0.976 1.106 -0.027 -0.15
Cl -3.048 -2.835 -0.715 0.67
C -3.114 -1.497 0.296 -0.52
O 1.643 -1.064 -0.836 0.03
C 0.759 -0.655 -0.133 -0.43
```

---

B | Density functional theory data (wB97M-V/def2-TZVPD) for 2 unconnected molecules or ions with the total composition C4H2Cl2N2O.

Computed properties:
Orbital gap (alpha / beta), eV: 7.7 / 7.3
LUMO (alpha / beta), eV: -1.45 / -1.48
Total charge: 0

Structure (XYZ):
```
11
Properties=species:S:1:pos:R:3:lowdin_charge:R:1
C 1.979 -1.461 -0.153 -0.18
C 0.077 -0.401 -0.758 -0.08
O 0.895 -1.377 -0.866 0.07
Cl 0.965 1.706 1.700 0.84
Cl -3.563 2.359 0.685 0.03
N -2.245 0.370 -0.942 0.13
C 1.398 0.473 0.780 -0.64
N 2.203 -0.503 0.713 0.05
H 2.606 -2.386 -0.187 0.16
H -3.176 1.187 -0.112 -0.21
C -1.140 0.032 -0.860 -0.19
```

---

Least stable structure: B

---

A | Density functional theory data (wB97M-V/def2-TZVPD) for 2 unconnected molecules or ions with the total composition C11H15NS.

Computed properties:
Orbital gap, eV: 8.7
Structure (SMILES): Cc1c[nH]c2ccccc12.CSC
LUMO, eV: 0.92
Total charge: 0

Structure (XYZ):
```
28
Properties=species:S:1:pos:R:3:lowdin_charge:R:1
C 0.449 -1.999 -0.175 -0.15
C 1.130 -4.142 -0.438 -0.03
H 1.891 1.232 -1.506 0.13
C -1.359 5.162 1.008 -0.44
H -2.442 4.437 3.708 0.03
H 1.178 -5.174 -0.277 0.10
H 1.918 -4.070 -3.491 0.11
S -2.532 3.856 1.291 0.76
H -3.643 3.367 3.426 0.00
H -1.029 5.653 1.960 0.06
H -0.437 -3.730 0.958 0.06
H -0.330 1.261 -0.161 0.03
C 0.139 0.444 -0.345 -0.04
H 2.993 -4.833 -2.417 0.07
C 1.255 0.333 -1.135 -0.12
C 2.506 -3.858 -2.533 -0.07
H -0.700 -0.792 1.120 0.09
H -2.182 2.777 3.322 0.00
C 1.772 -0.819 -1.691 -0.05
C 1.452 -2.019 -1.105 -0.19
C -2.719 3.642 3.081 -0.40
H 2.589 -0.792 -2.517 0.14
H 3.412 -3.270 -2.591 0.07
H -0.555 4.813 0.425 0.01
H -1.846 5.981 0.603 -0.01
C 1.809 -3.395 -1.340 -0.26
C -0.160 -0.832 0.229 -0.01
N 0.293 -3.380 0.491 0.12
```

---

B | Density functional theory data (wB97M-V/def2-TZVPD) for 2 unconnected molecules or ions with the total composition C11H15NS.

Computed properties:
Orbital gap, eV: 8.9
Structure (SMILES): Cc1c[nH]c2ccccc12.CSC
LUMO, eV: 0.97
Total charge: 0

Structure (XYZ):
```
28
Properties=species:S:1:pos:R:3:lowdin_charge:R:1
H 2.993 -2.570 -2.784 0.07
H -0.687 1.528 -0.141 0.05
C 1.006 -1.765 -1.237 -0.14
C 2.648 -3.464 -2.269 -0.04
C 1.510 -3.128 -1.355 -0.21
H 0.647 1.502 -2.080 0.09
C -0.287 0.572 -0.443 -0.11
C 0.975 -3.802 -0.317 -0.07
H -3.592 2.452 3.120 0.03
H -0.293 4.631 1.031 0.03
S -1.297 2.755 2.331 0.74
N 0.113 -3.013 0.454 0.07
H -3.286 4.128 2.493 0.02
C -0.680 4.441 2.032 -0.41
C -3.103 3.067 2.373 -0.40
C 1.217 -0.591 -1.960 -0.03
H -1.494 5.157 2.128 0.02
H -1.218 -0.720 1.083 0.11
H -3.470 2.810 1.387 0.02
C -0.578 -0.602 0.213 -0.03
H 1.093 -4.864 -0.150 0.12
H 1.954 -0.498 -2.740 0.10
H 0.100 4.608 2.766 0.02
H -0.811 -3.335 0.565 0.13
C 0.119 -1.753 -0.151 -0.22
C 0.535 0.551 -1.589 -0.09
H 3.511 -3.848 -1.783 0.06
H 2.377 -4.251 -2.978 0.08
```

---

Least stable structure: A